# C12H3Cl24FO2

7 unconnected molecules or ions with the total composition C12H3Cl24FO2 in a non-equilibrium geometry (ωB97M-V/def2-TZVPD, the Open Molecules 2025 dataset).

Structure (SMILES): O=C1C=CC(=O)C(F)=C1.ClC(Cl)(Cl)Cl.ClC(Cl)(Cl)Cl.ClC(Cl)(Cl)Cl.ClC(Cl)(Cl)Cl.ClC(Cl)(Cl)Cl.ClC(Cl)(Cl)Cl
E_HOMO, eV: -10.35
Charge: 0
Calculated total energy, hartree: -11753.65943
Multiplicity: 1

Positions of all 42 atoms, in Å:
1 O -2.164 1.266 -7.383
2 C -1.557 0.500 -6.474
3 C -2.298 -0.533 -5.425
4 C -1.765 -0.515 -4.003
5 C -0.476 0.497 -3.670
6 O -0.368 1.118 -2.492
7 C 0.619 0.642 -4.920
8 F 2.061 0.789 -4.619
9 C 0.099 0.621 -6.336
10 H -3.197 -1.203 -5.770
11 H -2.239 -1.210 -3.189
12 H 0.827 0.686 -7.273
13 C 1.512 0.448 0.703
14 Cl 1.893 0.836 -0.994
15 Cl 2.912 0.842 1.732
16 Cl 0.102 1.402 1.228
17 Cl 1.140 -1.289 0.846
18 C 3.457 0.947 5.862
19 Cl 4.696 0.944 4.581
20 Cl 2.001 0.101 5.283
21 Cl 4.093 0.117 7.305
22 Cl 3.040 2.629 6.281
23 C -0.488 4.796 6.251
24 Cl 1.019 5.395 6.989
25 Cl -0.937 5.845 4.883
26 Cl -0.241 3.131 5.666
27 Cl -1.792 4.812 7.465
28 C 4.722 -2.128 -0.996
29 Cl 6.324 -2.560 -1.648
30 Cl 4.896 -1.570 0.687
31 Cl 4.011 -0.827 -1.983
32 Cl 3.658 -3.557 -1.041
33 C -2.392 -4.317 -1.110
34 Cl -2.727 -5.627 -2.271
35 Cl -2.302 -2.764 -1.978
36 Cl -3.698 -4.247 0.100
37 Cl -0.840 -4.631 -0.292
38 C -4.720 -0.277 1.601
39 Cl -5.573 -1.460 2.625
40 Cl -3.749 -1.138 0.381
41 Cl -5.910 0.768 0.784
42 Cl -3.649 0.723 2.615